1.
Formula: C4H8N2
Source: the OMol25 dataset
Level of theory: wB97M-V/def2-TZVPD

## Properties
Spin multiplicity: 1
Energy above the lowest of the compared OMol25 structures with the same formula, charge and spin in eV: 5.118
E_LUMO (spin up / spin down) in eV: 0.88 / 0.73
Frontier orbital gap (spin up / spin down) in eV: 8.5 / 7.8

Positions of all 14 atoms, in Å:
C: 1.8688 -1.1483 1.5172
C: 0.2590 0.7800 0.4699
C: -1.4294 0.9276 -1.2094
C: -0.3926 0.0011 -0.5589
N: 1.4314 -2.1081 2.0917
N: 0.3401 1.8925 1.0186
H: 2.8781 -0.9477 1.2279
H: -1.0129 1.9427 -1.2459
H: -2.3503 1.0193 -0.6089
H: -1.8768 0.6341 -2.1260
H: 0.2751 -0.3409 -1.3462
H: -0.7844 -0.9014 -0.0063
H: 2.1220 -2.7075 2.5411
H: -0.2088 2.6890 0.5722

=====

2.
Formula: C29H82N6O11
Source: the OMol25 dataset
Level of theory: wB97M-V/def2-TZVPD

## Properties
Spin multiplicity: 1
Energy above the lowest of the compared OMol25 structures with the same formula, charge and spin in eV: 0.000
E_LUMO in eV: 0.42
Frontier orbital gap in eV: 9.1
Structure (SMILES): COC[C@H](C)N.COC[C@H](C)N.COC[C@H](C)N.COC[C@H](C)N.COC[C@H](C)N.COC[C@H](C)N.OCCO.OCCO.CO

Positions of all 128 atoms, in Å:
C: 1.5647 6.0849 -1.1270
O: 2.1995 6.8284 -2.1413
C: 3.6140 6.8278 -2.0665
C: 4.2228 7.6468 -3.1963
C: 3.7818 7.0398 -4.5495
N: 5.7004 7.6101 -3.1598
H: 1.7598 6.4748 -0.1209
H: 1.8181 5.0224 -1.0466
H: 0.4944 6.1886 -1.2971
H: 3.9439 7.2216 -1.0993
H: 3.9666 5.7914 -2.1453
H: 3.9600 8.7004 -3.0955
H: 3.9791 7.7919 -5.3156
H: 2.6993 6.8924 -4.5487
H: 4.2816 6.0982 -4.7687
H: 5.9210 6.6596 -3.4560
H: 6.1206 8.1307 -3.9228
C: -5.8989 -2.4176 3.9318
O: -6.1493 -1.6343 2.7690
C: -5.5866 -0.3440 2.8435
C: -4.1001 -0.2952 2.4489
C: -3.5120 1.1004 2.4656
N: -3.9093 -0.8341 1.0942
H: -6.1914 -3.4483 3.7497
H: -6.4587 -2.0443 4.7942
H: -4.8306 -2.3392 4.1482
H: -6.1483 0.2436 2.1150
H: -5.7458 0.1513 3.8093
H: -3.5420 -0.9211 3.1537
H: -3.9978 1.8084 1.7910
H: -2.4340 1.0288 2.3266
H: -3.6207 1.6061 3.4331
H: -4.5894 -0.3841 0.4539
H: -4.3335 -1.7612 1.2007
C: -8.6741 2.8869 -2.6979
O: -7.6630 2.4256 -1.8159
C: -6.5099 1.9312 -2.4618
C: -5.5338 1.4934 -1.3839
C: -4.1752 1.1261 -2.0205
N: -6.0088 0.3252 -0.6249
H: -9.3632 3.4032 -2.0305
H: -9.1191 2.0504 -3.2392
H: -8.3065 3.6637 -3.3757
H: -6.8114 1.1470 -3.1668
H: -5.9987 2.7298 -3.0188
H: -5.3140 2.3040 -0.6893
H: -3.6915 1.9925 -2.4649
H: -4.3374 0.3742 -2.7964
H: -3.6304 0.6833 -1.1875
H: -6.1601 -0.4898 -1.2202
H: -6.9766 0.4798 -0.3422
C: -2.2669 -2.5290 -2.1080
O: -1.0778 -3.0810 -1.6008
C: -0.0016 -3.2163 -2.5116
C: 1.1975 -3.9475 -1.9052
C: 2.3874 -3.9425 -2.8475
N: 0.8371 -5.2483 -1.4017
H: -3.0600 -2.8314 -1.4232
H: -2.5599 -2.8816 -3.1017
H: -2.2999 -1.4376 -2.1634
H: -0.3049 -3.9017 -3.3152
H: 0.2328 -2.2563 -2.9838
H: 1.5921 -3.4197 -1.0289
H: 2.2249 -4.4646 -3.7938
H: 3.2796 -4.3839 -2.4022
H: 2.6755 -2.9129 -3.0744
H: 0.3895 -5.9013 -2.0322
H: 0.2340 -5.1776 -0.5903
C: 0.0716 1.8455 -1.2700
O: 0.2486 1.0772 -0.0997
C: -0.3435 -0.2192 -0.2145
C: -0.1992 -0.9708 1.1232
C: 1.2592 -1.4074 1.3622
N: -1.0735 -2.1613 1.1724
H: 0.6058 1.3725 -2.1013
H: 0.4669 2.8485 -1.1157
H: -1.0036 1.9310 -1.4601
H: -1.4226 -0.1181 -0.3526
H: 0.2113 -0.7371 -0.9991
H: -0.4099 -0.2509 1.9166
H: 1.7707 -1.6135 0.4184
H: 1.3594 -2.2784 2.0099
H: 1.8073 -0.5818 1.8206
H: -2.0384 -1.8273 1.2627
H: -1.0720 -2.5046 0.1988
C: 5.2791 -0.8773 -1.1304
O: 4.9553 0.4707 -0.9672
C: 4.2705 0.7744 0.2347
C: 3.5865 2.1422 0.1075
C: 4.5326 3.3256 0.2318
N: 2.4585 2.3138 1.0352
H: 5.9767 -0.9912 -1.9607
H: 4.3889 -1.5037 -1.2415
H: 5.8741 -1.2922 -0.3033
H: 3.5534 -0.0112 0.4769
H: 4.9883 0.8597 1.0612
H: 3.1672 2.1312 -0.9064
H: 5.3132 3.2887 -0.5340
H: 5.1418 3.2259 1.1361
H: 3.9479 4.2399 0.1927
H: 1.6848 1.7221 0.6893
H: 2.7249 1.8690 1.9146
O: -0.2935 -5.0719 1.5087
C: -0.3125 -5.3707 2.8995
C: -1.2043 -4.4315 3.6951
O: -0.6583 -3.1507 3.8279
H: -0.4065 -4.1038 1.4840
H: -0.6329 -6.4162 2.9361
H: 0.6791 -5.3575 3.3700
H: -1.4390 -4.9073 4.6495
H: -2.1876 -4.3818 3.2049
H: -0.6577 -2.6619 2.9846
O: 3.4782 -4.9594 2.8199
C: 3.2511 -5.0165 1.4088
C: 4.3083 -5.9197 0.7776
O: 4.2207 -7.2630 1.1613
H: 4.2571 -4.4206 2.9819
H: 2.3068 -5.5122 1.1747
H: 3.2533 -4.0065 0.9934
H: 5.2903 -5.4750 0.9803
H: 4.1618 -5.7994 -0.3042
H: 3.4887 -7.3382 1.7836
C: 3.8777 2.3093 4.2467
O: 3.7005 1.0632 3.6049
H: 4.3310 2.2459 5.2391
H: 4.6101 2.9002 3.6890
H: 2.9985 2.9589 4.2611
H: 3.3122 0.4763 4.2620

=====

3.
Formula: C15H35BCl12O3P
Source: the OMol25 dataset
Level of theory: wB97M-V/def2-TZVPD

## Properties
Spin multiplicity: 1
E_LUMO in eV: 2.12
Frontier orbital gap in eV: 5.8
Net charge: -1

Positions of all 67 atoms, in Å:
C: -0.1370 -0.4756 -3.7949
B: -0.9825 0.2236 -2.6654
O: -2.3499 -0.0714 -2.5615
P: -0.1353 1.5332 -1.4607
O: -0.7905 0.8299 0.0596
C: 0.1755 0.2288 0.8968
C: 1.5380 0.3906 0.2103
O: 1.3613 0.5420 -1.1597
H: 0.4281 -1.1978 -3.1912
H: -0.6856 -0.9882 -4.5901
H: 0.6060 0.2147 -4.2030
H: -2.8353 0.2148 -3.3416
H: 0.4586 2.5939 -0.6647
H: -1.3304 2.3668 -1.6615
H: 0.4928 2.1223 -2.6497
H: -0.1272 -0.8179 1.0422
H: 0.2629 0.7439 1.8647
H: 2.2324 -0.4235 0.4661
H: 1.9926 1.3200 0.6091
Cl: -2.2369 0.0651 3.5476
C: -1.8300 0.6147 5.1862
C: -0.6794 1.5857 5.1559
Cl: 0.8333 0.7988 4.6330
H: -1.5954 -0.2604 5.7873
H: -2.7076 1.1021 5.6088
H: -0.5061 1.9968 6.1494
H: -0.8710 2.3975 4.4585
Cl: 2.7509 -4.2225 -4.6214
C: 3.6821 -4.0727 -3.1058
C: 2.8058 -3.9580 -1.8791
Cl: 1.9989 -2.3811 -1.7648
H: 4.3064 -3.1834 -3.1944
H: 4.2953 -4.9674 -3.0164
H: 3.4489 -4.0280 -1.0015
H: 2.0574 -4.7461 -1.8347
Cl: -0.5145 -1.6187 8.3937
C: 0.3537 -2.1140 6.9099
C: 1.6343 -2.8446 7.2143
Cl: 2.8621 -1.7818 7.9545
H: 0.5348 -1.2173 6.3239
H: -0.3146 -2.7709 6.3551
H: 2.0561 -3.2236 6.2852
H: 1.4664 -3.6734 7.8973
Cl: -5.9977 -0.6505 -0.1333
C: -4.3230 -0.0601 0.1562
C: -3.2755 -1.0944 -0.1245
Cl: -3.3013 -2.4435 1.0539
H: -4.2786 0.2817 1.1871
H: -4.1637 0.7839 -0.5111
H: -2.2957 -0.6204 -0.0468
H: -3.3772 -1.5249 -1.1127
Cl: 5.1407 0.5780 -4.4054
C: 4.4676 0.5388 -2.7476
C: 5.5196 0.1157 -1.7534
Cl: 6.0160 -1.6011 -1.9594
H: 3.6064 -0.1158 -2.7570
H: 4.1234 1.5433 -2.5140
H: 5.1391 0.2138 -0.7387
H: 6.4197 0.7157 -1.8615
Cl: -4.9391 2.8258 -4.9653
C: -4.9149 4.3809 -4.0833
C: -3.5335 4.9849 -4.0239
Cl: -2.4399 4.0207 -3.0017
H: -5.2997 4.1912 -3.0846
H: -5.5963 5.0466 -4.6110
H: -3.6038 5.9828 -3.5917
H: -3.0980 5.0606 -5.0178

=====

4.
Formula: C5H15NO2
Source: the OMol25 dataset
Level of theory: wB97M-V/def2-TZVPD

## Properties
Spin multiplicity: 1
Energy above the lowest of the compared OMol25 structures with the same formula, charge and spin in eV: 2.929
E_LUMO in eV: 0.83
Frontier orbital gap in eV: 8.2
Structure (SMILES): C/C=C(\C)NC.O.O

Positions of all 23 atoms, in Å:
C: -2.3583 -1.4457 1.2000
C: -1.4523 -0.7461 0.3093
C: -0.1353 -0.4640 0.6916
C: 0.2941 -0.7253 2.1349
N: 0.8838 -0.0313 -0.2624
C: 2.3848 0.0123 0.0928
H: -1.7401 -2.0320 1.9293
H: -2.8634 -0.5562 1.6813
H: -3.0990 -2.1437 0.8284
H: -1.8763 -0.4083 -0.6145
H: -0.1343 -0.1611 2.8441
H: 1.4284 -0.6253 2.2382
H: 0.0850 -1.6983 2.5602
H: 0.7713 -0.5886 -1.1523
H: 2.4774 0.5285 1.0467
H: 2.8132 -1.0475 0.3249
H: 2.9251 0.2624 -0.7493
O: -0.0481 0.4841 -3.4049
H: 0.3233 1.4061 -3.4484
H: -0.6912 0.3720 -4.0680
O: -0.0015 3.2459 -1.7028
H: 0.3830 2.4618 -1.2613
H: -0.3698 3.9003 -1.2180